{"formula": "C5H37O16", "method": "the ωB97M-V functional and the def2-TZVPD basis", "charge": -1, "orbital_gap_ha": 0.3347, "relative_energy_ev": 0.743, "elements": ["O", "O", "O", "O", "O", "O", "O", "O", "O", "O", "O", "O", "O", "O", "O", "O", "C", "C", "C", "C", "C", "H", "H", "H", "H", "H", "H", "H", "H", "H", "H", "H", "H", "H", "H", "H", "H", "H", "H", "H", "H", "H", "H", "H", "H", "H", "H", "H", "H", "H", "H", "H", "H", "H", "H", "H", "H", "H"], "positions_angstrom": [[-3.6532, -0.7951, -3.6506], [-1.9907, -3.4931, -0.5551], [1.2875, -3.7186, -2.3744], [-0.5918, 3.7401, 0.7652], [0.1462, -2.4300, -4.6625], [-3.4324, 1.0271, 0.9695], [3.4549, 1.0927, 1.8565], [-1.4818, -0.4242, -5.1143], [2.7296, -3.3267, 1.6898], [0.0653, -0.0884, 3.0700], [2.4885, -1.0192, 3.1626], [-2.6496, 3.2602, 2.3059], [-0.3709, 2.4077, 3.0495], [-1.6102, -1.6358, 1.6153], [1.8087, 3.3292, 2.0949], [2.6961, -1.4130, -1.2208], [0.9969, 0.0814, -1.7823], [-0.1556, 1.4106, 0.0390], [-0.6563, 2.7836, -0.2779], [1.8827, -0.6057, -0.8230], [-0.3562, 0.4229, -1.2049], [-0.4859, 2.9063, 3.8469], [-1.7652, 2.7517, 2.6407], [-2.2938, 3.8799, 1.6447], [-1.0524, 0.3357, -4.7195], [-0.0239, 0.8632, 3.1328], [1.0197, 2.9013, 2.5469], [-0.9505, 1.0317, 0.8474], [-0.2257, 3.2673, -1.1827], [3.0518, -0.3508, 2.7279], [-0.8061, -1.2247, 2.0921], [-0.1949, -3.2338, -5.0425], [4.3626, 1.3456, 1.9660], [0.9184, -0.5193, 2.9917], [-2.2169, -0.4737, -4.4364], [-2.2071, -2.0745, 2.2165], [-1.7061, 2.6569, -0.5854], [0.8470, -3.3225, -3.1519], [-0.3696, 3.3006, 1.7349], [2.5156, -1.7961, 2.6200], [2.0088, -2.9679, -2.2164], [0.8850, 1.4694, 0.4713], [1.8396, -0.1825, 0.1998], [-3.6350, -0.0805, -2.9782], [-3.8629, -1.5764, -3.1335], [3.2683, -4.1025, 1.6502], [0.9381, -0.5617, -2.6742], [-3.2508, 1.8697, 1.4513], [1.4691, 1.0412, -2.1729], [2.7872, -3.1627, 0.7192], [-1.8595, -2.6946, -0.0615], [1.5061, 3.8380, 1.3366], [2.9246, 1.8930, 2.0844], [-2.7344, 0.4204, 1.2486], [-0.5444, -1.6638, -4.7994], [-1.0999, -3.6299, -1.0363], [-0.9088, 1.0043, -2.0272], [-0.7917, -0.4922, -0.7498]], "atomic_forces_ev_per_a": [[-0.2, 1.0, 0.8], [1.9, -1.2, -2.1], [2.1, 2.5, 0.2], [1.2, -0.6, 1.6], [-0.6, 1.5, 0.2], [0.0, 0.0, -0.1], [-0.4, 0.1, -0.1], [-0.8, 0.6, 1.1], [0.0, 0.2, -2.0], [-1.7, -2.4, -0.3], [0.3, 0.5, 0.7], [0.7, -0.6, 0.6], [0.1, 0.1, -0.5], [1.2, 0.6, -0.6], [1.3, -0.2, 0.4], [0.1, -0.5, 0.9], [-0.1, 0.6, -1.7], [-1.7, -1.2, 1.2], [-0.9, 1.1, -0.8], [0.9, 1.1, -0.5], [0.5, 1.5, 1.0], [0.1, 0.4, 0.8], [-1.7, 1.0, -0.6], [-0.1, -0.4, 0.3], [0.8, 0.4, -0.4], [0.4, 1.2, 0.0], [0.1, 0.3, -0.2], [2.4, 0.7, -1.4], [0.5, -0.4, 0.3], [-0.3, 0.0, 0.0], [-1.6, -0.2, 0.0], [-0.4, -0.2, -0.3], [0.6, 0.2, 0.0], [1.1, 0.7, 0.5], [0.0, -0.9, -1.0], [0.2, 0.0, 0.5], [-0.1, 0.0, 0.3], [-0.1, -0.1, 0.1], [-1.0, 0.5, -2.5], [0.3, -0.9, -0.4], [-2.1, -2.3, -0.2], [-1.1, -0.3, -0.4], [0.3, -0.8, 0.1], [-0.2, -0.5, -0.4], [0.1, -0.3, 0.1], [0.6, -1.1, 1.0], [-0.1, 0.1, 0.2], [0.0, -0.2, -0.1], [-0.1, -1.0, 0.8], [-0.6, 0.7, 0.7], [0.3, 0.9, 0.9], [-0.3, -0.2, 0.1], [0.0, 0.0, -0.3], [-0.2, -0.1, 0.1], [1.2, -1.6, 0.0], [-2.0, 0.3, 1.2], [0.1, -1.3, 1.4], [-0.5, 0.6, -1.0]]}

{"formula": "C5H39NO14", "method": "the ωB97M-V functional and the def2-TZVPD basis", "charge": 1, "orbital_gap_ha": [0.3961, 0.1921], "multiplicity": 2, "relative_energy_ev": 3.007, "elements": ["O", "O", "O", "O", "O", "O", "O", "O", "O", "O", "O", "O", "O", "O", "N", "C", "C", "C", "C", "C", "H", "H", "H", "H", "H", "H", "H", "H", "H", "H", "H", "H", "H", "H", "H", "H", "H", "H", "H", "H", "H", "H", "H", "H", "H", "H", "H", "H", "H", "H", "H", "H", "H", "H", "H", "H", "H", "H", "H"], "positions_angstrom": [[1.0561, -2.9819, -2.7503], [2.6078, 2.0206, 2.2417], [-3.6262, 0.8840, 0.9169], [1.1954, 2.8152, 0.3334], [0.4881, 3.3416, 3.0898], [2.1618, 1.7086, -3.2364], [-2.9255, -1.9191, 0.6782], [2.3743, -0.7489, -1.8595], [-0.8614, 3.9011, -1.2579], [-1.6206, 2.4251, 1.8469], [-0.8734, 1.6229, -3.7130], [-3.1597, 1.5444, -1.4545], [-1.4502, -2.8064, -2.1644], [-1.1440, -3.8222, 0.1003], [2.6528, -0.9487, 0.5889], [0.2585, -0.2566, 0.6494], [3.0886, -1.3278, -0.7593], [1.2555, -1.3806, 0.9167], [-0.2311, -2.3956, 2.6162], [1.1705, -1.7680, 2.3683], [-0.8794, -2.1775, 1.7744], [-1.5613, -3.3004, -2.9970], [0.3164, 0.4533, 1.5123], [-2.7708, 2.3887, -1.6223], [1.1848, -0.8743, 2.9421], [-0.5887, -2.5124, -2.4248], [-1.0530, 2.1121, -2.8090], [0.4586, 0.2803, -0.3534], [-0.7337, -0.5207, 0.7425], [-0.0523, 4.1718, -0.7741], [-1.3494, 0.7179, -3.6475], [2.8599, -2.4567, -0.8359], [1.4984, -3.2319, -3.5341], [-1.3079, 4.6480, -1.4995], [0.3604, 2.7348, 0.7582], [-3.7922, -0.0695, 1.1598], [2.0230, -2.3452, 2.8053], [-1.7933, -3.8859, -0.6605], [1.0288, -2.5047, 0.4126], [1.7964, 2.1475, 0.6850], [2.2348, 2.8446, 2.7309], [-2.0590, -2.0403, 0.1980], [2.7541, 0.0424, 0.7883], [2.5738, 1.3265, 2.9150], [-2.0921, 1.6196, 1.4725], [1.9423, 2.2492, -2.3731], [1.1934, 1.6091, -3.5517], [-3.9210, 1.4657, -2.0212], [-0.1206, 3.2722, 2.3402], [-2.7872, -2.8140, 1.2029], [-0.6300, -2.1374, 3.6041], [-3.4961, 0.8923, -0.0244], [-1.9741, 3.2343, 1.5188], [2.7840, 0.1336, -2.1793], [1.6057, -2.2096, -2.5751], [0.1051, 2.8844, 3.7889], [4.2903, -1.0632, -0.8416], [-0.2285, -3.4625, 2.4581], [-0.2366, -3.5298, -0.2367]], "atomic_forces_ev_per_a": [[0.4, 0.6, 0.9], [0.3, 0.4, 1.4], [-0.3, -1.7, 2.1], [0.8, 0.6, -2.1], [1.7, 1.8, -1.5], [-2.7, 1.1, 2.5], [1.8, -3.0, 1.1], [1.3, 1.3, 1.6], [2.1, -3.1, 1.3], [1.0, -1.7, 0.1], [-1.2, -0.7, 2.6], [0.2, -0.8, -0.5], [-1.4, -0.2, -1.6], [1.0, -0.1, -0.3], [-3.8, 0.5, -2.0], [2.6, 2.6, -1.1], [3.5, -1.7, -1.6], [0.7, -3.6, -0.8], [0.7, -0.4, -0.4], [-0.4, -0.8, 2.0], [-0.3, 0.8, 0.7], [-0.9, -0.1, 0.4], [0.5, -0.1, -0.8], [0.3, 1.0, 0.0], [0.1, 1.1, 0.6], [1.4, 0.7, 0.4], [0.5, -1.5, -2.6], [-0.5, -0.9, 1.7], [-2.1, -1.3, -0.3], [-0.5, -0.3, -0.5], [1.1, 2.4, 0.1], [0.8, 1.8, 0.2], [0.3, -1.3, -1.8], [-1.7, 3.3, -1.0], [-1.0, -0.7, 0.5], [0.4, 1.3, -0.4], [-0.7, 0.0, -0.9], [1.9, 0.3, 0.8], [1.0, 3.5, 0.5], [-0.3, 0.5, 0.6], [0.2, -1.7, -1.3], [-1.4, 0.5, 0.1], [0.7, 0.4, 0.7], [0.1, 0.3, 0.0], [-0.4, 1.4, 0.2], [0.9, -1.2, -2.3], [1.7, 0.0, 0.2], [-0.4, 0.1, -0.4], [-0.1, -0.3, 0.8], [-1.1, 2.6, -1.2], [0.0, 0.0, -0.5], [0.1, 0.1, -0.8], [-1.1, 0.5, -0.6], [-1.1, -1.2, 0.2], [-0.2, 0.7, 0.5], [-1.4, -1.2, 1.8], [-3.1, -0.9, 0.3], [0.5, -0.6, 0.6], [-2.5, -1.0, -0.1]]}